Record 1
A molecular structure, C36H41CrN4OP2S, computed with the ωB97M-V functional and the def2-TZVPD basis.

Structure (ORCA input):
```
! RIJCOSX wB97M-V def2-TZVPD def2/J DEFGRID3
* xyz 2 2
Cr -0.433 0.903 0.290
C -0.849 -3.557 0.219
N -0.686 -2.101 0.260
P -0.022 -1.162 1.503
C -0.667 -1.778 3.055
C -1.838 -1.216 3.566
C -2.384 -1.708 4.741
C -1.764 -2.758 5.405
C -0.596 -3.316 4.902
C -0.041 -2.827 3.731
C 1.764 -1.448 1.555
C 2.514 -0.762 2.513
C 3.895 -0.846 2.506
C 4.541 -1.611 1.539
C 3.802 -2.297 0.589
C 2.413 -2.216 0.595
P -0.839 -1.042 -1.048
C -0.024 -1.747 -2.482
C -0.709 -2.626 -3.321
C -0.050 -3.210 -4.392
C 1.284 -2.916 -4.636
C 1.971 -2.038 -3.808
C 1.317 -1.455 -2.736
C -2.601 -0.957 -1.431
C -3.022 -0.296 -2.586
C -4.375 -0.155 -2.844
C -5.312 -0.669 -1.954
C -4.896 -1.319 -0.801
C -3.540 -1.457 -0.534
H 0.041 -4.058 -0.163
H -1.694 -3.813 -0.420
H -1.060 -3.922 1.224
H -2.309 -0.393 3.045
H -3.287 -1.270 5.145
H -2.189 -3.139 6.323
H -0.115 -4.131 5.427
H 0.878 -3.255 3.350
H 2.018 -0.173 3.277
H 4.473 -0.329 3.261
H 5.620 -1.682 1.538
H 4.302 -2.910 -0.149
H 1.846 -2.756 -0.151
H -1.754 -2.850 -3.149
H -0.582 -3.893 -5.040
H 1.790 -3.371 -5.476
H 3.010 -1.809 -4.000
H 1.864 -0.784 -2.087
H -2.299 0.105 -3.287
H -4.702 0.349 -3.743
H -6.368 -0.567 -2.164
H -5.625 -1.727 -0.114
H -3.216 -1.951 0.373
O -2.075 1.095 1.219
N -3.068 1.886 0.776
C -4.240 1.830 1.454
C -5.276 2.627 1.073
C -5.102 3.490 -0.020
C -3.906 3.521 -0.687
C -2.849 2.693 -0.281
S -1.316 2.604 -1.042
H -4.256 1.132 2.276
H -6.207 2.581 1.617
H -5.914 4.131 -0.337
H -3.745 4.172 -1.534
C 3.978 4.952 -0.730
C 4.076 3.790 0.244
N 3.309 2.612 -0.206
C 3.929 1.787 -1.255
C 3.308 1.972 -2.634
C 2.098 2.345 0.241
C 1.462 3.225 1.273
N 1.412 1.278 -0.166
H 4.463 5.827 -0.301
H 2.939 5.206 -0.942
H 4.474 4.728 -1.673
H 3.737 4.073 1.236
H 5.110 3.461 0.350
H 3.914 0.741 -0.928
H 4.979 2.075 -1.281
H 2.226 1.831 -2.632
H 3.740 1.250 -3.326
H 3.511 2.969 -3.020
H 2.033 3.199 2.201
H 0.449 2.890 1.502
H 1.403 4.257 0.929
H 1.909 0.684 -0.813
*
```

Properties
⟨S²⟩: 0.7724
Energy above the lowest of the compared OMol25 structures with the same formula, charge and spin: 0.0 kcal/mol
E_HOMO (spin up / spin down): -13.626 / -13.506 eV
LUMO (spin up / spin down): -0.2328 / -0.2130 Eh
Calculated total energy: -3815.596318 Eh
Kohn-Sham gap (spin up / spin down): 0.268 / 0.283 Eh

---

Record 2
A molecular structure, C36H32AsClPTb, computed with the ωB97M-V functional and the def2-TZVPD basis.

Structure (ORCA input):
```
! RIJCOSX wB97M-V def2-TZVPD def2/J DEFGRID3
* xyz 2 7
Tb 1.826 -0.161 1.120
Cl 2.823 1.862 2.262
P 1.049 0.983 -1.384
C -0.244 0.204 -2.356
C 0.075 -0.845 -3.225
C -0.907 -1.508 -3.947
C -2.238 -1.138 -3.731
C -2.603 -0.165 -2.792
C -1.596 0.506 -2.108
C 0.853 2.747 -1.603
C 1.619 3.612 -0.784
C 1.514 4.987 -0.985
C 0.650 5.495 -1.972
C -0.154 4.625 -2.721
C -0.064 3.247 -2.532
C 2.643 0.598 -2.235
C 3.748 0.076 -1.523
C 4.920 -0.190 -2.226
C 5.046 0.153 -3.573
C 3.988 0.767 -4.256
C 2.785 0.974 -3.581
H 2.286 3.228 0.006
H 2.123 5.669 -0.384
H 0.604 6.568 -2.170
H -0.858 4.980 -3.469
H -0.714 2.546 -3.057
H 1.111 -1.146 -3.306
H -0.598 -2.294 -4.652
H -2.987 -1.622 -4.349
H -3.661 0.068 -2.632
H -1.852 1.270 -1.390
H 3.746 -0.109 -0.427
H 5.755 -0.660 -1.708
H 5.969 -0.043 -4.111
H 4.082 1.094 -5.292
H 1.931 1.442 -4.074
H 1.196 -2.721 -1.688
H 1.896 -2.449 -1.568
C -2.414 2.539 3.779
C -1.789 2.734 2.535
C -1.562 1.626 1.689
C -1.952 0.307 2.066
C -2.457 0.145 3.367
C -2.763 1.252 4.185
As -1.316 -1.302 1.060
C 0.367 -1.995 1.916
C 1.479 -2.570 1.201
C 2.799 -2.246 1.669
C 3.012 -1.624 2.938
C 1.920 -1.175 3.693
C 0.630 -1.308 3.131
C -2.601 -2.661 1.755
C -2.279 -3.777 2.551
C -3.303 -4.594 3.060
C -4.638 -4.309 2.735
C -4.975 -3.208 1.933
C -3.951 -2.382 1.459
H -2.556 3.393 4.439
H -1.471 3.756 2.245
H -1.050 1.828 0.728
H -2.498 -0.846 3.830
H -3.201 1.098 5.177
H 1.339 -3.015 0.199
H 3.656 -2.176 0.973
H 4.002 -1.554 3.417
H 2.042 -0.834 4.737
H -0.208 -0.862 3.671
H -1.250 -3.990 2.835
H -3.073 -5.441 3.725
H -5.429 -4.962 3.117
H -6.032 -3.006 1.708
H -4.245 -1.494 0.902
*
```

Properties
⟨S²⟩: 12.7069
E_HOMO (spin up / spin down): -13.908 / -13.908 eV
LUMO (spin up / spin down): -0.2852 / -0.2824 Eh
Calculated total energy: -5252.205644 Eh
Kohn-Sham gap (spin up / spin down): 0.226 / 0.229 Eh

---

Record 3
A molecular structure, C21H36F3NO11V, computed with the ωB97M-V functional and the def2-TZVPD basis.

Structure (ORCA input):
```
! RIJCOSX wB97M-V def2-TZVPD def2/J DEFGRID3
* xyz -1 1
O -0.476 -1.494 0.493
V -0.064 -0.134 -0.023
O -0.153 0.831 1.214
C -1.570 0.299 -2.526
O -2.140 0.141 -1.279
O -0.198 0.222 -2.239
C -2.394 -0.768 -3.404
F -3.724 -0.783 -3.298
F -2.163 -0.529 -4.680
F -2.022 -1.956 -3.130
C -3.243 1.003 -0.902
C -3.524 0.884 0.635
H -2.639 1.146 1.214
H -4.444 1.237 1.102
H -3.610 -0.155 0.954
H -4.111 0.779 -1.522
H -2.896 2.014 -1.117
H -1.923 1.230 -2.968
C 4.433 -2.303 -1.033
C 3.944 -2.025 0.401
C 5.253 -2.319 1.214
C 5.320 -1.625 2.502
C 5.112 -0.092 2.354
C 3.668 0.195 1.888
N 3.537 -0.567 0.550
O 2.479 -0.012 -0.388
C 3.833 1.774 1.737
C 2.661 -0.218 2.968
C 2.736 -2.971 0.937
H 3.623 -2.691 -1.651
H 5.191 -3.078 -1.151
H 4.764 -1.417 -1.574
H 6.185 -2.183 0.665
H 5.251 -3.386 1.440
H 6.283 -1.708 3.006
H 4.620 -2.172 3.133
H 5.886 0.252 1.669
H 5.449 0.444 3.241
H 4.632 2.122 1.081
H 4.178 2.287 2.635
H 2.920 2.352 1.595
H 1.635 -0.134 2.610
H 2.586 0.553 3.734
H 2.625 -1.216 3.406
H 1.782 -2.538 0.634
H 2.846 -2.966 2.021
H 2.837 -3.994 0.575
C -3.073 -3.090 0.290
C -4.553 -3.253 0.150
C -5.157 -2.228 -0.833
O -6.090 -3.095 -1.687
C -5.803 -4.435 -1.425
O -6.360 -5.381 -2.053
O -4.825 -4.575 -0.516
H -2.515 -4.012 0.451
H -2.777 -2.278 0.954
H -2.614 -2.784 -0.650
H -5.092 -3.175 1.094
H -4.378 -1.812 -1.471
H -5.621 -1.448 -0.229
C -2.572 5.341 -2.010
C -1.172 5.500 -1.432
C -1.011 5.793 0.073
O -0.006 4.913 0.441
C 0.232 4.023 -0.453
O 0.972 3.052 -0.366
O -0.725 4.169 -1.446
H -2.597 4.646 -2.850
H -2.898 6.347 -2.277
H -3.357 5.060 -1.308
H -0.460 6.042 -2.054
H -1.915 5.556 0.634
H -0.605 6.788 0.254
*
```

Properties
E_HOMO: -3.483 eV
LUMO: 0.0793 Eh
Calculated total energy: -2947.687355 Eh
Kohn-Sham gap: 0.207 Eh

---

Record 4
A molecular structure, C20H23B2N3O18Pb, computed with the ωB97M-V functional and the def2-TZVPD basis.

Structure (ORCA input):
```
! RIJCOSX wB97M-V def2-TZVPD def2/J DEFGRID3
* xyz -2 1
Pb 0.949 0.189 -1.289
O -1.344 2.791 -4.205
C -2.302 2.173 -3.902
O -3.544 2.346 -4.374
B -4.479 1.480 -3.660
O -3.628 0.597 -2.850
C -2.386 1.035 -2.865
O -1.477 0.516 -2.284
O -5.363 0.677 -4.545
C -6.615 1.060 -4.398
O -7.571 0.644 -4.987
C -6.656 2.126 -3.280
O -5.431 2.268 -2.830
O -7.647 2.692 -2.917
O -0.410 3.544 6.782
C -0.752 3.718 5.647
O -0.013 3.654 4.559
B -0.905 3.756 3.375
O -2.215 4.122 3.902
C -2.203 4.082 5.226
O -3.156 4.155 5.943
O -0.402 4.745 2.396
C 0.247 4.091 1.413
O 0.935 4.620 0.605
C -0.221 2.625 1.502
O -0.960 2.505 2.587
O -0.036 1.746 0.710
O 2.450 0.009 -3.151
H 2.713 -0.798 -3.611
O 1.457 2.365 -1.904
H 2.273 2.250 -1.395
C 5.982 -4.624 -3.112
C 5.066 -4.143 -2.011
C 3.664 -3.738 -2.491
C 3.027 -2.869 -1.504
N 2.468 -2.190 -0.768
H 6.169 -3.817 -3.826
H 5.486 -5.380 -3.731
H 6.923 -5.031 -2.749
H 5.477 -3.313 -1.422
H 5.019 -4.851 -1.173
H 3.030 -4.622 -2.580
H 3.725 -3.188 -3.430
C 2.414 0.949 4.359
C 3.818 1.355 3.960
C 4.428 0.606 2.767
C 3.439 0.432 1.708
N 2.645 0.275 0.902
H 1.654 1.378 3.705
H 2.149 1.397 5.325
H 2.216 -0.110 4.536
H 4.530 1.318 4.792
H 3.795 2.435 3.787
H 4.848 -0.345 3.087
H 5.239 1.210 2.356
C -4.258 -2.432 0.895
C -3.834 -3.244 -0.317
C -2.329 -3.539 -0.373
C -1.490 -2.395 -0.048
N -0.840 -1.465 0.125
H -4.164 -3.012 1.819
H -5.306 -2.142 0.807
H -3.693 -1.509 1.019
H -4.088 -2.667 -1.211
H -4.374 -4.189 -0.384
H -2.031 -3.957 -1.337
H -2.110 -4.364 0.316
*
```

Properties
E_HOMO: -2.513 eV
LUMO: 0.1291 Eh
Calculated total energy: -2537.586920 Eh
Kohn-Sham gap: 0.221 Eh

---

Record 5
A molecular structure, CH8N5, computed with the ωB97M-V functional and the def2-TZVPD basis.

Structure (ORCA input):
```
! RIJCOSX wB97M-V def2-TZVPD def2/J DEFGRID3
* xyz 1 1
C 0.511 0.702 1.356
N -0.069 1.600 1.921
N 1.766 0.341 1.215
N -1.637 0.096 0.025
N -0.476 -0.401 0.151
N 0.366 -0.551 -1.384
H -1.026 1.886 1.865
H 1.969 -0.621 0.997
H 0.511 -1.560 -1.420
H -2.409 -0.514 -0.218
H -1.819 1.102 -0.032
H 1.259 -0.056 -1.381
H 2.445 0.832 1.785
H -0.221 -0.258 -2.169
*
```

Properties
Energy above the lowest of the compared OMol25 structures with the same formula, charge and spin: 91.6 kcal/mol
E_HOMO: -13.937 eV
LUMO: -0.1313 Eh
Calculated total energy: -316.320221 Eh
Kohn-Sham gap: 0.381 Eh

---

Record 6
11 unconnected molecules or ions with the total composition C16H44BO18, computed with the ωB97M-V functional and the def2-TZVPD basis.

Structure (ORCA input):
```
! RIJCOSX wB97M-V def2-TZVPD def2/J DEFGRID3
* xyz 0 2
O -11.530 -24.138 31.616
C -12.725 -24.500 31.398
O -13.773 -23.717 31.425
B -14.996 -24.487 31.295
O -14.564 -25.918 31.515
C -13.205 -26.022 31.491
O -12.504 -27.033 31.583
O -15.746 -24.294 30.022
C -16.926 -23.751 30.303
O -17.895 -23.640 29.538
C -17.015 -23.659 31.814
O -15.922 -24.082 32.311
O -17.979 -23.230 32.583
C -13.844 -29.590 29.600
O -12.490 -29.305 29.761
H -14.430 -28.866 29.034
H -14.000 -30.480 28.991
H -14.331 -29.664 30.573
H -12.421 -28.446 30.182
C -20.590 -20.781 32.088
O -21.554 -21.542 32.687
H -20.608 -19.751 32.444
H -19.569 -21.037 32.371
H -20.724 -20.664 31.012
H -22.394 -21.085 32.779
C -18.361 -27.105 27.683
C -17.526 -26.091 26.905
O -18.091 -25.981 25.672
H -19.400 -26.876 27.445
H -18.075 -27.114 28.735
H -18.027 -28.072 27.309
H -16.563 -26.601 26.883
H -17.643 -25.172 27.480
H -17.478 -25.730 24.977
C -13.149 -25.007 35.215
C -13.503 -26.510 35.322
O -13.017 -27.002 36.523
H -13.372 -24.497 36.153
H -13.656 -24.648 34.319
H -12.088 -24.905 34.989
H -12.987 -26.993 34.492
H -14.559 -26.712 35.145
H -12.079 -27.049 36.327
C -19.624 -20.959 27.655
C -20.305 -22.199 27.211
O -19.296 -22.930 26.509
H -19.010 -21.239 28.511
H -20.321 -20.160 27.909
H -18.917 -20.562 26.927
H -21.151 -22.026 26.546
H -20.770 -22.700 28.060
H -18.812 -23.445 27.159
C -15.213 -20.839 33.526
C -14.908 -20.733 31.993
O -14.684 -19.406 31.654
H -15.586 -21.805 33.868
H -15.933 -20.087 33.848
H -14.282 -20.672 34.067
H -15.817 -21.093 31.512
H -13.998 -21.308 31.816
H -14.876 -19.323 30.717
C -10.323 -20.856 33.126
C -10.970 -20.907 31.724
O -11.164 -19.541 31.270
H -11.075 -20.531 33.844
H -9.427 -20.243 33.216
H -10.129 -21.876 33.459
H -11.811 -21.584 31.571
H -10.142 -21.166 31.064
H -12.120 -19.496 31.185
O -10.050 -24.805 28.525
H -10.391 -24.082 27.997
H -10.689 -24.910 29.229
O -20.579 -23.790 33.995
H -21.129 -23.162 33.526
H -19.860 -23.977 33.392
O -19.102 -21.710 35.378
H -19.974 -21.342 35.521
H -19.224 -22.347 34.673
*
```

Properties
⟨S²⟩: 0.7544
E_HOMO (spin up / spin down): -9.597 / -9.594 eV
LUMO (spin up / spin down): -0.0472 / -0.2860 Eh
Calculated total energy: -2015.099381 Eh
Kohn-Sham gap (spin up / spin down): 0.305 / 0.067 Eh

---

Record 7
A molecular structure, C4H7N3O, computed with the ωB97M-V functional and the def2-TZVPD basis.

Structure (ORCA input):
```
! RIJCOSX wB97M-V def2-TZVPD def2/J DEFGRID3
* xyz 0 1
C 0.367 -0.653 1.580
C -0.653 -0.088 -0.343
C 1.554 0.720 -0.342
C 0.437 0.403 0.451
H 1.144 -1.451 1.530
H 0.336 -0.356 2.526
H -1.537 -0.666 1.878
H -0.626 -0.041 -2.378
H 1.945 1.945 0.181
H 2.436 0.029 -0.378
H 0.231 1.428 0.872
N -0.828 -1.261 1.436
N -1.422 -1.009 0.238
N -0.616 0.522 -1.628
O 0.736 1.133 -1.578
*
```

Properties
Energy above the lowest of the compared OMol25 structures with the same formula, charge and spin: 167.6 kcal/mol
E_HOMO: -8.379 eV
LUMO: 0.0226 Eh
Calculated total energy: -395.881261 Eh
Kohn-Sham gap: 0.331 Eh